Record 1
# C29H26B2F4N7O8S2Ta

A structure of composition C29H26B2F4N7O8S2Ta in a non-equilibrium geometry (wB97M-V/def2-TZVPD, the OMol25 dataset).

For the total energy, the calculation gives -92742.747 eV. Its charge is +2. Its relative energy (zero: lowest compared OMol25 entry of this formula, charge and spin) is 49.1 kJ/mol. The calculation puts the strongest force on any atom at 0.0350 Eh/bohr. The calculation puts the highest occupied orbital energy at -14.034 eV.

The geometry in XYZ format:
```
79
Properties=species:S:1:pos:R:3:forces:R:3
Ta 0.0061 0.1357 0.5128 1.7117 0.2417 -0.4968
C 2.8495 -1.1569 -3.2332 -0.0685 0.0008 0.0421
C 2.1742 -0.9034 -1.9300 -0.0716 -0.1401 0.1605
N 1.1338 -0.1969 -1.7213 -0.0613 0.2546 -0.3953
O 0.5741 0.3452 -2.8760 0.0103 0.0467 0.3219
B 0.3723 1.7191 -2.9574 0.1590 0.0092 0.2168
F -0.2803 2.1195 -4.0226 -0.0899 -0.0474 -0.0600
F -0.9352 1.1535 -0.7668 -0.4697 0.0715 -0.2743
O 0.8702 2.7032 -2.1341 0.0299 -0.2763 0.2088
N 1.4013 2.2432 -0.9306 -0.1649 0.4598 -0.1548
C 1.7978 3.1747 -0.1537 -0.0273 -0.2168 0.0107
C 1.8333 4.6395 -0.4085 0.0002 -0.0627 0.0147
C 2.3135 2.5776 1.1195 0.0161 -0.0635 -0.1960
N 1.8756 1.3965 1.3761 -0.1188 0.3461 0.7029
O 2.4529 0.8941 2.5415 -0.0700 -0.0992 -0.3160
B 2.7327 -0.4559 2.6256 -0.0818 0.2059 -0.1548
F 3.1072 -0.9091 3.7908 -0.0132 -0.0667 0.0902
F 0.4108 -0.6314 2.2016 -0.0750 -0.1306 0.4076
O 2.8460 -1.3400 1.5590 -0.1429 0.2022 -0.2698
N 2.2923 -0.8916 0.3735 0.0316 -0.5560 0.2638
C 2.7571 -1.4659 -0.6696 -0.0939 0.2258 0.0452
C 3.7874 -2.5376 -0.7069 -0.0058 0.0831 -0.0176
C 3.2956 3.2911 1.9772 -0.0564 -0.0268 -0.0465
H 2.4017 -0.5851 -4.0372 -0.0217 0.0123 -0.0013
H 3.9083 -0.9075 -3.1539 0.0045 0.0049 0.0045
H 2.7879 -2.2194 -3.4773 0.0075 -0.0108 0.0091
H 1.3879 4.8776 -1.3675 -0.0252 -0.0176 -0.0189
H 1.2953 5.1577 0.3857 0.0274 -0.0208 0.0005
H 2.8670 4.9882 -0.4021 0.0071 0.0061 -0.0318
H 4.0054 -2.9083 0.2876 -0.0175 -0.0022 0.0405
H 3.4252 -3.3586 -1.3284 0.0016 -0.0011 -0.0016
H 4.7088 -2.1640 -1.1584 -0.0015 -0.0010 -0.0072
H 3.5136 4.2784 1.5844 0.0051 0.0006 0.0282
H 2.8874 3.3706 2.9867 0.0025 -0.0120 -0.0166
H 4.2196 2.7164 2.0495 0.0104 -0.0187 -0.0072
O -2.2258 -1.1173 -1.8195 -0.0515 -0.0001 -0.1666
C -2.9627 -0.5184 -2.8048 0.0483 0.1181 0.3609
C -3.6369 0.6846 -2.6741 0.0241 -0.0934 -0.1349
C -4.3177 1.0795 -3.8054 -0.0619 0.0409 -0.1162
C -4.3295 0.3219 -5.0007 0.0267 0.0369 0.1239
C -3.6547 -0.8676 -5.0987 0.0139 0.0383 0.0812
C -2.9512 -1.2906 -3.9572 -0.0068 -0.1736 -0.2253
C -2.1638 -2.4159 -3.6241 -0.0415 0.1538 -0.0484
N -1.7456 -2.2682 -2.3941 0.2765 -0.2016 0.1880
N -1.0297 -3.1856 -1.6960 -0.5034 -0.0438 -0.2971
C -0.4066 -2.8637 -0.6164 0.5945 0.3651 0.2958
O -0.3106 -1.6347 -0.1543 -0.6753 -0.7092 0.0281
C 0.3459 -3.9199 0.0916 -0.1727 0.0005 -0.2081
C 0.8007 -3.7032 1.3879 0.0262 -0.0063 0.1209
C 1.5095 -4.6973 2.0461 -0.0276 0.0052 -0.0422
C 1.7613 -5.9043 1.4115 -0.0025 -0.0165 -0.0120
C 1.2985 -6.1271 0.1179 0.0071 0.0261 0.0158
C 0.5858 -5.1437 -0.5407 0.0830 0.0046 -0.0074
H -3.6282 1.2591 -1.7608 0.0233 0.0007 0.0299
H -4.8695 2.0095 -3.7778 -0.0101 0.0015 -0.0250
H -4.8865 0.6930 -5.8486 -0.0142 0.0190 -0.0043
H -3.6627 -1.4537 -6.0061 0.0039 -0.0138 -0.0091
H -1.8831 -3.2992 -4.1740 -0.0062 -0.0077 -0.0178
H 0.5844 -2.7767 1.8968 -0.0149 0.0004 -0.0067
H 1.8555 -4.5315 3.0570 -0.0045 0.0056 0.0152
H 2.3094 -6.6812 1.9270 0.0135 -0.0031 0.0044
H 1.4901 -7.0713 -0.3722 0.0003 -0.0198 0.0018
H 0.2220 -5.3146 -1.5432 -0.0348 0.0025 -0.0198
O -0.3447 4.1378 1.8211 0.1209 0.0140 0.0387
S -0.4927 3.0610 2.7514 -0.1474 -0.1881 0.0114
O 0.5478 2.7758 3.6870 0.0278 0.0871 -0.1562
N -0.8597 1.6668 1.8526 0.0717 -0.0863 -0.0620
C -2.0370 1.1699 2.1688 -0.1027 -0.0124 0.1495
S -2.4315 -0.2659 1.3686 0.3005 0.1307 -0.0179
C -2.7766 1.9257 3.1855 0.1018 -0.0689 -0.2225
C -4.0016 1.6523 3.7648 -0.0752 0.0576 0.0148
C -4.4728 2.5426 4.7228 0.0575 0.0017 -0.0200
C -3.7314 3.6643 5.0850 -0.0421 0.0136 0.0241
C -2.4917 3.9362 4.5110 -0.0942 -0.1128 -0.0618
C -2.0489 3.0442 3.5594 -0.0839 0.2267 0.2530
H -4.5718 0.7775 3.4812 0.0058 -0.0065 0.0025
H -5.4260 2.3610 5.1985 -0.0130 0.0007 0.0057
H -4.1224 4.3384 5.8345 -0.0137 0.0009 0.0132
H -1.9134 4.8004 4.8046 0.0247 0.0104 0.0012
```
Positions in Å, forces in eV/Å.

---

Record 2
# CH2FN2O2

A cluster of 2 separate species, CH2FN2O2 in total in a non-equilibrium geometry (wB97M-V/def2-TZVPD, the OMol25 dataset).

For the total energy, the calculation gives -10859.113 eV. Its charge is -1. Its relative energy (zero: lowest compared OMol25 entry of this formula, charge and spin) is 390.8 kJ/mol. The calculation puts the strongest force on any atom at 0.1100 Eh/bohr. The calculation puts the highest occupied orbital energy (spin up / spin down) at -4.490 / -4.442 eV.

The geometry in XYZ format:
```
8
Properties=species:S:1:pos:R:3:forces:R:3
C -1.2073 0.1510 0.0293 -0.1819 -5.0062 -1.4993
N -0.1662 -0.8085 0.4767 1.5988 4.5562 2.9426
N 1.5404 0.3813 0.4536 -1.2495 -3.4610 1.4472
O -2.0405 -0.5834 -0.5477 -0.7412 -0.0131 -0.1532
O -1.2039 1.3178 0.2452 0.8831 3.4056 1.0561
F 2.1758 -0.0712 -0.7431 -0.7883 0.9301 0.0131
H 0.0850 -1.4482 -0.1970 0.7196 -1.3515 -2.2920
H 0.8167 1.0612 0.2830 -0.2404 0.9400 -1.5144
```
Positions in Å, forces in eV/Å.

---

Record 3
# C9H29CdN7O3P2S

A structure of composition C9H29CdN7O3P2S in a non-equilibrium geometry (wB97M-V/def2-TZVPD, the OMol25 dataset).

For the total energy, the calculation gives -60346.146 eV. Its charge is +2. The calculation puts the strongest force on any atom at 0.0224 Eh/bohr. The calculation puts the highest occupied orbital energy at -15.091 eV.

The geometry in XYZ format:
```
52
Properties=species:S:1:pos:R:3:forces:R:3
Cd 1.4759 1.2380 0.9107 0.5671 0.7978 0.6102
C -1.7559 -0.9458 -3.0719 -0.0221 0.1702 0.0241
N -0.8135 0.1367 -2.7438 -0.0279 -0.1632 -0.3157
C -0.5365 1.0463 -3.8787 -0.0971 -0.1093 0.0620
P 0.3939 -0.0295 -1.6828 -0.1306 0.1444 0.0578
O 0.8079 1.3060 -1.1015 -0.1559 -0.4078 -0.1095
O -0.2341 -0.9918 -0.5493 -0.0731 0.1452 0.1219
P -0.7869 -0.9563 0.9682 0.1529 -0.1448 -0.1735
O 0.1599 -0.1476 1.8324 -0.3339 -0.2240 -0.3053
N -0.8169 -2.5030 1.4095 -0.1715 -0.1049 0.2654
C -0.5881 -2.8863 2.8173 0.0582 -0.0701 -0.1903
C -1.5826 -3.4786 0.6180 0.0951 0.0284 0.1052
N -2.2985 -0.3565 0.8297 -0.1764 0.1067 0.1881
C -2.4673 1.0064 0.3101 -0.0510 -0.1018 -0.0179
C -3.2126 -0.6615 1.9532 -0.0109 0.0583 -0.1526
N 1.6932 -0.8070 -2.2509 0.2777 -0.0423 -0.0274
C 1.5327 -2.2043 -2.6793 0.0562 0.0807 -0.0434
C 3.0447 -0.4560 -1.7945 -0.0667 -0.1573 -0.0951
H -2.7069 -0.4995 -3.3561 -0.0240 0.0262 -0.0169
H -1.9266 -1.5833 -2.2094 0.0188 0.0072 0.0237
H -1.3955 -1.5479 -3.9084 -0.0034 0.0063 -0.0130
H -1.4787 1.4790 -4.2082 -0.0316 0.0070 0.0018
H -0.0824 0.5081 -4.7123 0.0094 -0.0164 -0.0005
H 0.1212 1.8559 -3.5721 0.0222 -0.0135 0.0537
H -0.0212 -2.1190 3.3352 0.0016 0.0490 -0.0326
H -0.0160 -3.8116 2.8368 0.0141 -0.0290 -0.0096
H -1.5339 -3.0495 3.3363 -0.0290 0.0028 -0.0075
H -1.5934 -3.1988 -0.4330 0.0082 0.0317 0.0124
H -2.6112 -3.5683 0.9735 -0.0029 0.0038 0.0061
H -1.0984 -4.4493 0.7076 0.0156 -0.0125 -0.0054
H -1.8359 1.1814 -0.5606 -0.0040 -0.0344 0.0469
H -2.2520 1.7559 1.0782 0.0165 0.0309 0.0303
H -3.5016 1.1354 -0.0030 -0.0251 -0.0117 -0.0046
H -3.1830 -1.7204 2.1958 0.0420 -0.0029 -0.0079
H -4.2268 -0.4202 1.6414 -0.0029 -0.0009 -0.0299
H -2.9767 -0.0806 2.8488 0.0198 0.0196 -0.0185
H 0.5110 -2.3940 -3.0039 0.0078 0.0262 0.0054
H 1.7716 -2.8914 -1.8643 0.0003 -0.0039 0.0074
H 2.1951 -2.4026 -3.5194 0.0187 0.0013 -0.0103
H 3.1514 0.6198 -1.6992 -0.0436 0.0605 -0.0114
H 3.7617 -0.7943 -2.5406 -0.0129 -0.0071 -0.0240
H 3.2961 -0.9486 -0.8495 0.0002 -0.0336 0.0636
N 0.7447 3.4324 1.8201 0.0264 -0.1148 -0.0298
N 1.7929 4.0494 2.5058 0.0601 -0.0529 -0.0247
C 3.0329 3.5301 2.5914 -0.0514 0.0227 -0.0186
N 3.9197 4.2551 3.2552 0.0691 -0.0177 0.0301
S 3.5527 2.0461 1.9307 0.0668 -0.0203 -0.0112
H 0.4376 4.0349 1.0627 -0.0357 0.0287 -0.0602
H -0.0299 3.2862 2.4600 -0.0461 -0.0078 0.0274
H 1.6093 4.9529 2.9174 -0.0132 0.0329 0.0181
H 3.6956 5.1370 3.6901 0.0039 0.0091 -0.0035
H 4.8611 3.9105 3.3568 0.0143 0.0070 0.0093
```
Positions in Å, forces in eV/Å.

---

Look up the strongest force on any atom of the first one. 0.0350 Eh/bohr

---

Among the records above, which one has the highest strongest force on any atom? CH2FN2O2

---

Look up the charge of the third one. +2

---

Which of these has the highest strongest force on any atom? CH2FN2O2